(1)
A cluster of 9 separate species, C28H78ClN6O12 in total, computed with the ωB97M-V functional and the def2-TZVPD basis.

Values from the calculation:
HOMO energy (alpha / beta), eV: 2.69 / -3.92
Kohn-Sham gap (alpha / beta), eV: 1.3 / 7.8
Multiplicity: 2
<S²>: 0.750
Total charge: -2

Last column: Mulliken spin population.
CARTESIAN COORDINATES (ANGSTROEM)
Cl1 -0.54983 0.08926 -0.24127  0.659
O1 -0.21639 1.32841 -0.85820  -0.325
O2 -1.69026 0.26699 0.55962  -0.075
O3 -0.85054 -0.85498 -1.26202  -0.072
O4 0.45660 -0.42691 0.63616  -0.082
C1 7.73588 1.92911 -0.88614  0.313
C2 6.65687 0.77959 -0.95842  -0.249
C3 5.45468 1.02327 0.01319  0.782
O5 4.65333 -0.18518 0.08337  -0.219
C4 3.75657 -0.23484 1.11699  -0.455
N1 6.36041 0.55434 -2.32163  0.047
H1 8.06999 2.08033 0.14032  -0.077
H2 7.40762 2.91157 -1.22542  -0.145
H3 8.58762 1.62891 -1.49648  0.008
H4 7.20274 -0.08476 -0.58023  -0.014
H5 4.84680 1.89418 -0.23195  -0.123
H6 5.84954 1.28058 0.99603  0.101
H7 4.15648 -0.19198 2.13007  0.040
H8 3.17190 -1.14730 1.00008  0.062
H9 2.94656 0.47823 0.96364  0.023
H10 5.75502 -0.24905 -2.41203  0.032
H11 5.74964 1.30281 -2.61634  -0.099
C5 3.28785 -0.54605 -3.27595  0.128
C6 2.47238 -1.79088 -3.24383  -0.012
C7 2.69714 -2.48647 -1.92037  -0.002
O6 2.26258 -3.85679 -1.92245  -0.015
C8 2.78515 -4.73241 -0.97389  0.022
N2 1.08764 -1.54164 -3.50755  -0.003
H12 3.15185 0.06740 -2.38528  0.028
H13 2.90019 0.13424 -4.03424  0.093
H14 4.32210 -0.80191 -3.50608  -0.011
H15 2.75560 -2.46003 -4.05631  -0.044
H16 2.15345 -1.93926 -1.15027  -0.002
H17 3.75666 -2.55600 -1.67404  0.001
H18 2.42522 -4.42738 0.00871  0.000
H19 3.87205 -4.81315 -0.98878  -0.010
H20 2.27305 -5.68194 -1.12964  0.021
H21 0.96543 -1.00127 -4.35204  0.037
H22 0.85634 -0.88598 -2.77494  0.011
C9 -8.25943 1.46354 2.91289  0.014
C10 -6.75554 1.66881 3.13155  -0.010
C11 -5.87353 0.42739 2.84098  0.018
O7 -4.47378 0.82685 2.97414  -0.030
C12 -3.59627 -0.33723 3.07358  -0.005
N3 -6.36078 2.81567 2.36848  0.014
H23 -8.63018 0.57191 3.41850  -0.008
H24 -8.54546 1.49682 1.86162  -0.002
H25 -8.83890 2.26281 3.37494  0.002
H26 -6.59491 2.01250 4.15340  0.007
H27 -6.06207 0.01604 1.84935  -0.002
H28 -6.16700 -0.39633 3.49172  0.008
H29 -3.55541 -0.94621 2.17049  0.003
H30 -3.88331 -1.08181 3.81609  0.008
H31 -2.61726 0.06841 3.32871  0.001
H32 -6.94201 3.51509 2.80790  -0.009
H33 -6.93446 2.68560 1.54746  -0.008
C13 -3.72432 2.80611 -1.77097  0.040
C14 -3.50732 3.10736 -0.29981  -0.601
C15 -3.89146 4.57863 0.12645  0.199
O8 -4.16170 4.49679 1.55264  -0.137
C16 -4.13429 5.82644 2.07790  0.224
N4 -4.37041 2.20515 0.40397  0.055
H34 -4.73205 3.02004 -2.12707  -0.019
H35 -3.52057 1.77899 -2.07364  0.015
H36 -3.13581 3.43649 -2.43759  0.061
H37 -2.44179 2.94947 -0.13303  0.029
H38 -4.80087 4.83687 -0.41612  0.000
H39 -3.03861 5.21331 -0.11421  0.011
H40 -3.21304 6.37570 1.88371  -0.001
H41 -4.38090 5.87985 3.13830  0.000
H42 -4.94716 6.41240 1.64895  -0.018
H43 -4.08875 1.28469 0.09816  0.007
H44 -5.19869 2.19727 -0.17395  -0.002
C17 -1.32770 -3.55136 1.19483  0.002
C18 -0.80085 -4.18828 -0.13681  -0.036
C19 -0.64499 -5.70311 -0.05880  0.014
O9 -0.51641 -6.10336 -1.43999  -0.021
C20 0.11647 -7.41708 -1.46626  0.034
N5 -1.67237 -3.75819 -1.26328  -0.001
H45 -2.40263 -3.68049 1.32109  0.000
H46 -1.15354 -2.47676 1.24950  0.011
H47 -0.75168 -3.86346 2.06597  0.002
H48 0.13591 -3.65810 -0.30851  0.002
H49 -1.52544 -6.18282 0.36873  0.002
H50 0.25496 -5.96569 0.49730  0.009
H51 0.97280 -7.57032 -0.80952  0.000
H52 0.47046 -7.61333 -2.47833  0.005
H53 -0.60476 -8.18454 -1.18532  -0.005
H54 -1.31143 -2.81508 -1.24445  0.008
H55 -2.54316 -3.56580 -0.78913  -0.002
C21 3.11729 -0.23919 4.52820  0.355
C22 2.10319 -1.35942 4.08245  -0.427
C23 2.72859 -2.76205 4.11337  0.158
O10 1.92088 -3.65561 3.28374  -0.087
C24 2.63983 -4.86785 2.99125  0.108
N6 0.86516 -1.26282 4.85271  0.083
H56 2.83576 0.77495 4.24474  -0.004
H57 4.14231 -0.43368 4.21259  -0.046
H58 3.15903 -0.33060 5.61356  -0.023
H59 1.77615 -1.17080 3.05992  0.009
H60 2.84568 -3.15408 5.12367  -0.010
H61 3.69014 -2.69288 3.60472  0.014
H62 3.45111 -4.75305 2.27239  0.011
H63 2.02012 -5.62191 2.50602  0.025
H64 3.15059 -5.30685 3.84828  -0.020
H65 0.30872 -2.01112 4.46474  -0.004
H66 0.47877 -0.40375 4.48827  -0.015
C25 -0.10371 1.87769 -4.14860  -0.985
C26 0.30589 1.47066 -5.60313  1.339
O11 0.45984 0.07740 -5.79491  -0.627
H67 -0.29900 2.94769 -4.07740  0.302
H68 0.69091 1.52693 -3.49008  -0.100
H69 -1.01145 1.31831 -3.92234  -0.034
H70 1.20127 1.99908 -5.93048  -0.250
H71 -0.38516 1.81702 -6.37162  0.079
H72 0.55078 0.00231 -6.74764  0.043
C27 0.55572 6.85750 -1.86592  0.525
C28 0.14003 5.63707 -2.55203  1.727
O12 -0.67811 4.85166 -1.78519  -0.788
H73 1.29224 7.43936 -2.42006  -0.352
H74 0.96548 6.82089 -0.85653  -0.126
H75 -0.33796 7.47824 -1.93002  0.027
H76 1.02920 5.02867 -2.71735  -0.317
H77 -0.33971 5.78301 -3.51984  0.022
H78 -0.12353 4.28623 -1.24266  0.130



(2)
A structure of composition C28H78MgN5O9, computed with the ωB97M-V functional and the def2-TZVPD basis.

Values from the calculation:
HOMO energy (alpha / beta), eV: -12.89 / -12.89
Kohn-Sham gap (alpha / beta), eV: 7.8 / 2.9
Multiplicity: 2
<S²>: 0.755
Total charge: +2

Last column: Mulliken spin population.
CARTESIAN COORDINATES (ANGSTROEM)
Mg1 -5.50319 -7.21297 -2.15297  0.000
C1 -2.41949 -4.67007 -3.33215  0.000
C2 -3.78647 -4.44943 -2.79483  0.001
O1 -4.63442 -5.58353 -2.95941  0.000
H1 -1.82488 -3.75891 -3.26642  0.000
H2 -2.46400 -4.98589 -4.37445  0.000
H3 -1.86640 -5.41945 -2.76594  0.000
H4 -4.21181 -3.60398 -3.33558  0.000
H5 -3.83640 -4.12734 -1.75471  -0.001
C3 -1.47530 -8.48904 -5.03231  0.000
C4 -1.93419 -9.94464 -4.75173  0.000
O2 -3.05680 -9.94690 -3.83300  0.000
H6 -1.25095 -8.01238 -4.07808  0.000
H7 -2.29188 -7.90412 -5.45559  0.000
H8 -0.67070 -8.37701 -5.75906  0.000
H9 -1.13764 -10.57587 -4.35783  0.000
H10 -2.26208 -10.37730 -5.69692  0.000
H11 -3.43085 -10.82737 -3.75251  0.000
C5 -5.69412 -5.19513 -7.97461  0.000
C6 -4.82104 -5.10000 -6.76813  0.000
O3 -5.72059 -5.06532 -5.70876  0.000
H12 -6.35259 -6.06348 -7.99687  0.000
H13 -5.08789 -5.30992 -8.87317  0.000
H14 -6.34755 -4.33822 -8.13842  0.000
H15 -4.22839 -4.19462 -6.89910  0.000
H16 -4.17299 -5.96112 -6.60509  0.000
H17 -5.30327 -5.29611 -4.87559  0.000
C7 0.99926 -5.23211 -4.85287  0.000
C8 0.99489 -3.75054 -5.05492  0.000
O4 2.12805 -3.15136 -4.44869  0.000
H18 1.71084 -5.78463 -5.46645  0.000
H19 0.01797 -5.61356 -5.13514  0.000
H20 1.12683 -5.52780 -3.81154  0.000
H21 0.05714 -3.33042 -4.69128  0.000
H22 0.91289 -3.47826 -6.10718  0.000
H23 2.13333 -2.19212 -4.48653  0.000
C9 -6.59064 -1.32617 -6.89892  0.000
C10 -6.27739 -1.58885 -5.39917  0.001
C11 -6.46783 -0.32820 -4.55466  -0.001
O5 -5.56145 0.65254 -4.96314  0.001
C12 -5.53945 1.86208 -4.21998  -0.011
N1 -7.01772 -2.66732 -4.89091  0.000
H24 -5.72342 -0.71970 -7.16011  0.000
H25 -7.45852 -0.68714 -7.06180  0.000
H26 -6.61223 -2.16193 -7.59830  0.000
H27 -5.24623 -1.94151 -5.37796  0.000
H28 -6.23816 -0.62797 -3.53217  0.001
H29 -7.50293 -0.02367 -4.70941  0.000
H30 -4.72759 2.46998 -4.61927  0.000
H31 -5.27236 1.62942 -3.18914  0.003
H32 -6.53814 2.29875 -4.22742  0.000
H33 -6.81208 -3.58793 -5.25189  0.000
H34 -6.66524 -2.79169 -3.95262  0.000
C13 -3.90688 -9.79636 0.00485  0.000
C14 -3.27962 -8.46219 -0.34675  0.000
C15 -1.74258 -8.60635 -0.17878  0.000
O6 -1.08473 -7.46466 -0.69733  0.000
C16 -1.24235 -6.25923 0.01347  0.000
N2 -3.62614 -8.08383 -1.71167  0.000
H35 -3.86356 -10.15137 1.03451  0.000
H36 -3.45931 -10.61556 -0.55789  0.000
H37 -4.97579 -9.80746 -0.20824  0.000
H38 -3.69062 -7.72534 0.34335  0.000
H39 -1.40052 -9.40346 -0.83887  0.000
H40 -1.52354 -8.74577 0.87983  0.000
H41 -0.65396 -5.48485 -0.47871  0.000
H42 -0.89391 -6.26381 1.04626  0.000
H43 -2.28129 -5.93123 0.04678  0.000
H44 -2.92473 -7.40951 -1.98259  0.000
H45 -3.29588 -8.86809 -2.25568  0.000
C17 -6.42675 -9.01479 -5.54966  0.000
C18 -6.30827 -8.09379 -4.38160  0.000
C19 -7.58391 -7.31509 -4.07310  0.000
O7 -7.25674 -6.57010 -2.96044  0.000
C20 -8.02677 -5.35839 -2.81364  0.000
N3 -5.90287 -8.84952 -3.16559  0.000
H46 -6.72248 -8.47223 -6.44759  0.000
H47 -7.20718 -9.74929 -5.35083  0.000
H48 -5.48113 -9.52052 -5.74497  0.000
H49 -5.47395 -7.42557 -4.59485  0.000
H50 -8.40920 -8.00965 -3.91629  0.000
H51 -7.85680 -6.80104 -4.99473  0.000
H52 -7.98031 -4.69322 -3.67589  0.000
H53 -7.73323 -4.82790 -1.90782  0.000
H54 -9.03738 -5.76503 -2.77605  0.000
H55 -6.48267 -9.65851 -2.99392  0.000
H56 -5.03645 -9.33140 -3.35849  0.000
C21 -7.05229 0.37820 0.02400  0.014
C22 -5.61776 -0.04913 0.32366  0.009
C23 -5.34843 -1.52378 0.04003  0.119
O8 -6.17226 -2.26679 0.91239  0.006
C24 -5.95956 -3.62552 0.69286  0.006
N4 -4.72832 0.84190 -0.40926  0.770
H57 -7.14943 1.43365 0.27840  -0.003
H58 -7.72337 -0.24394 0.61619  -0.001
H59 -7.30270 0.17688 -1.01756  -0.003
H60 -5.38670 0.16101 1.36795  0.035
H61 -4.29266 -1.78907 0.09562  -0.003
H62 -5.66107 -1.72787 -0.98403  -0.001
H63 -4.98185 -3.99775 0.99886  -0.001
H64 -6.21990 -3.91788 -0.32442  -0.001
H65 -6.59058 -4.20504 1.36671  0.002
H66 -4.86414 0.75731 -1.40651  -0.001
H67 -3.79549 0.46221 -0.33334  -0.026
C25 -1.13269 -2.45986 -0.21811  -0.001
C26 -1.07362 -1.02830 -0.68506  0.004
C27 -1.77681 -0.90680 -2.03685  0.000
O9 -1.84963 0.42916 -2.54817  0.001
C28 -2.18061 0.42231 -3.93528  0.000
N5 -1.81481 -0.21770 0.31464  0.071
H68 -0.48785 -3.09727 -0.82309  -0.002
H69 -2.17522 -2.77018 -0.14779  0.002
H70 -0.66920 -2.44501 0.76832  0.001
H71 -0.07881 -0.61324 -0.84681  0.008
H72 -2.81995 -1.21174 -1.95345  0.001
H73 -1.34889 -1.59739 -2.76356  0.001
H74 -1.24408 0.17917 -4.43716  0.000
H75 -2.45356 1.41171 -4.30225  0.000
H76 -2.99688 -0.27180 -4.13534  0.000
H77 -1.92591 0.70665 -0.07695  -0.005
H78 -1.30969 -0.06171 1.17523  0.000



(3)
A cluster of 9 separate species, C28H79N5O9 in total, computed with the ωB97M-V functional and the def2-TZVPD basis.

Values from the calculation:
HOMO energy (alpha / beta), eV: 0.69 / -7.01
Kohn-Sham gap (alpha / beta), eV: 1.7 / 9.4
Multiplicity: 2
<S²>: 0.751
ΔE to the lowest compared entry with this formula, charge and spin, kJ/mol: 70.99
Total charge: -1

Last column: Mulliken spin population.
CARTESIAN COORDINATES (ANGSTROEM)
C1 -4.69447 0.12127 -4.64112  0.028
C2 -4.50790 0.65506 -3.22536  0.316
C3 -3.02962 0.80277 -2.82256  -0.919
O1 -2.39800 1.64892 -3.80661  -0.113
C4 -0.97838 1.45918 -3.94159  0.157
N1 -5.09246 1.97936 -3.10817  -0.046
H1 -3.91533 -0.58760 -4.92137  0.021
H2 -4.64715 0.92469 -5.37622  0.033
H3 -5.64936 -0.37944 -4.80107  -0.004
H4 -4.88568 -0.04362 -2.47889  -0.141
H5 -2.53217 -0.15698 -2.96232  0.228
H6 -2.85753 1.19000 -1.81830  0.364
H7 -0.43077 1.68974 -3.02777  -0.031
H8 -0.59135 2.22249 -4.61661  0.020
H9 -0.79798 0.46073 -4.33992  0.085
H10 -4.49761 2.69421 -3.50216  -0.003
H11 -5.87358 1.92332 -3.74599  0.001
C5 -0.20988 4.44225 -1.30673  0.022
C6 -1.13700 3.99941 -0.15628  -0.026
C7 -2.57700 4.06257 -0.62918  -0.059
O2 -3.45829 4.29518 0.46352  -0.040
C8 -4.55091 3.38744 0.65948  0.123
N2 -0.71686 2.72403 0.23798  0.076
H12 -0.57299 5.30091 -1.87150  0.005
H13 -0.04655 3.71167 -2.09899  0.003
H14 0.72905 4.81639 -0.89866  -0.002
H15 -0.96472 4.51100 0.79066  -0.001
H16 -2.75156 3.14735 -1.19488  0.032
H17 -2.66620 4.87707 -1.34802  -0.004
H18 -4.27788 2.34716 0.83662  0.005
H19 -5.22109 3.42744 -0.19922  -0.005
H20 -5.08497 3.68132 1.56309  -0.014
H21 -1.35127 2.49674 0.99029  0.000
H22 -0.87690 2.16160 -0.58551  -0.008
C9 -1.07682 3.37426 5.70479  0.062
C10 -1.35755 3.22864 4.25494  -0.062
C11 -1.06863 1.71643 3.76334  -0.156
O3 -1.66538 1.38193 2.52810  -0.641
C12 -1.53943 -0.00296 2.19674  1.115
N3 -2.72807 3.60427 3.96768  0.021
H23 -1.61703 4.20150 6.16516  0.001
H24 -0.05841 3.75604 5.77689  0.019
H25 -1.15676 2.47282 6.31235  -0.046
H26 -0.74326 3.88376 3.63722  0.007
H27 -1.29877 1.00086 4.55272  0.083
H28 0.01281 1.63522 3.65376  0.002
H29 -0.47392 -0.21940 2.27379  0.074
H30 -1.97157 -0.19375 1.21442  -0.224
H31 -2.02059 -0.64064 2.93832  -0.036
H32 -3.31474 3.02211 4.54820  -0.009
H33 -2.93343 3.35951 3.00956  -0.014
C13 -2.83590 -5.23195 -1.81685  0.418
C14 -1.63291 -6.06714 -2.26690  -0.090
C15 -0.50231 -5.28230 -2.98710  0.042
O4 -1.08630 -4.89221 -4.25710  -0.334
C16 -0.86575 -3.56501 -4.70941  0.215
N4 -1.29293 -6.89913 -1.14589  0.027
H34 -2.78113 -4.50610 -1.00554  -0.093
H35 -3.69887 -5.85655 -1.58606  -0.109
H36 -3.23471 -4.78834 -2.72913  0.021
H37 -2.01892 -6.82708 -2.94627  0.055
H38 0.36544 -5.90877 -3.19366  0.033
H39 -0.20096 -4.33538 -2.53917  0.166
H40 0.01766 -3.66060 -5.34072  -0.016
H41 -0.84664 -2.88477 -3.85793  0.244
H42 -1.60892 -3.25897 -5.44570  -0.116
H43 -0.63464 -7.60897 -1.43377  -0.051
H44 -2.09834 -7.47915 -0.95883  -0.063
C17 2.07063 -4.08250 2.76884  0.225
C18 2.14475 -4.88530 4.11631  -0.123
C19 1.26130 -4.16627 5.19667  0.264
O5 1.63445 -2.78682 5.42489  -0.271
C20 2.98451 -2.73327 5.79945  0.131
N5 1.61315 -6.18720 3.83037  0.009
H45 1.06081 -3.83685 2.44019  0.094
H46 2.58034 -4.68244 2.01493  -0.006
H47 2.60499 -3.14002 2.88838  0.016
H48 3.18783 -5.00492 4.40920  -0.020
H49 1.32318 -4.61018 6.19026  0.068
H50 0.18675 -4.07631 5.03742  -0.033
H51 3.65040 -2.81195 4.94008  -0.006
H52 3.31504 -3.54236 6.45078  0.010
H53 3.15623 -1.77580 6.29124  -0.022
H54 0.65664 -5.90413 3.98867  -0.062
H55 1.74304 -6.31802 2.83735  -0.042
C21 1.49393 -1.71241 -0.37333  -0.504
C22 1.63991 -0.22472 -0.44090  0.134
O6 0.35875 0.39671 -0.64979  -0.137
H56 2.26727 -2.33933 0.07052  -0.057
H57 1.46618 -2.17969 -1.35770  0.097
H58 0.70490 -2.08673 0.27890  0.278
H59 2.34054 0.14065 -1.19173  -0.086
H60 1.96487 0.24240 0.48877  0.074
H61 0.14756 0.94763 0.10750  -0.005
C23 2.11119 4.94263 1.74972  0.007
C24 2.32008 3.44465 2.01176  0.114
O7 2.03130 2.85600 0.75696  -0.025
H62 1.08629 5.26967 1.57442  -0.001
H63 2.80247 5.39378 1.03789  0.000
H64 2.19546 5.47988 2.69437  0.000
H65 1.54772 3.05042 2.67215  0.002
H66 3.37606 3.19216 2.10804  -0.026
H67 1.08636 2.92818 0.60373  0.004
C25 5.52675 -1.01237 -1.07977  0.014
C26 4.59231 -1.69535 -2.03340  0.392
O8 4.32657 -3.01039 -1.49599  -0.211
H68 6.45520 -1.57428 -0.97801  0.008
H69 5.13351 -0.68735 -0.11652  0.004
H70 5.78618 -0.10693 -1.62837  -0.028
H71 5.01204 -1.95392 -3.00554  0.004
H72 3.63083 -1.21667 -2.21921  -0.060
H73 3.75562 -3.59835 -1.99592  0.126
C27 4.15855 3.21891 -3.40549  0.053
C28 3.15308 3.15291 -2.27213  -0.051
O9 3.87125 3.59250 -1.11769  -0.006
H74 4.42665 4.26754 -3.53434  0.007
H75 3.61005 2.83426 -4.26530  -0.017
H76 5.06276 2.70716 -3.07591  -0.010
H77 2.82198 2.11824 -2.18302  0.008
H78 2.31604 3.83818 -2.40581  0.007
H79 3.32778 3.40658 -0.34848  0.012